Here is a molecular structure, C4H6O2 from OMol25. Energies are from ωB97M-V with the def2-TZVPD basis set.

Summary:
LUMO energy = 0.4 eV
ΔE to the lowest compared entry with this formula, charge and spin = 79.9 kcal/mol
HOMO-LUMO gap = 9.9 eV

Geometry as ORCA input:
```
! wB97M-V def2-TZVPD RIJCOSX def2/J DEFGRID3
* xyz 0 1
O 0.220 1.807 -0.385
O -2.155 -0.337 -0.968
C 0.476 0.634 -0.155
C -1.863 -0.329 0.203
C 1.720 0.050 -0.563
C -0.439 -0.236 0.708
H -0.401 0.267 1.674
H 2.377 0.696 -1.149
H 2.283 -0.632 0.115
H 0.500 -0.213 -1.313
H -0.077 -1.270 0.849
H -2.641 -0.436 0.985
*
```